#P
A cluster of 5 separate species, C18H36Br2O8S4 in total, computed with ωB97M-V with the def2-TZVPD basis set.

As for the LUMO energy: -0.05 eV. Its spin multiplicity is 1. As for the HOMO energy: -0.3722 Ha. As for the SMILES: O=S1(=O)CCCC1.O=S1(=O)CCCC1.O=S1(=O)CCCC1.O=S1(=O)CCCC1.BrCCBr. Its net charge is 0.

Geometry (Å):
O 43.17 20.96 19.35
S 44.08 20.84 20.51
O 44.07 19.64 21.41
C 45.88 20.94 19.72
C 46.39 22.36 19.89
C 45.77 22.86 21.20
C 44.28 22.55 21.27
H 45.97 20.41 18.77
H 46.50 20.58 20.53
H 47.48 22.43 19.80
H 45.95 22.91 19.06
H 45.91 23.94 21.18
H 46.42 22.51 21.99
H 43.66 23.18 20.62
H 44.01 22.47 22.32
O 48.80 25.46 32.02
S 47.57 24.91 32.51
O 47.12 25.20 33.82
C 46.17 25.45 31.47
C 46.04 24.33 30.40
C 47.13 23.24 30.58
C 47.38 23.10 32.03
H 46.47 26.48 31.31
H 45.33 25.47 32.17
H 44.97 24.12 30.35
H 46.24 24.85 29.47
H 48.00 23.33 29.93
H 46.57 22.38 30.20
H 48.09 22.38 32.45
H 46.46 22.80 32.54
O 42.50 20.72 25.79
S 43.35 19.78 26.42
O 43.08 19.16 27.72
C 43.98 18.60 25.11
C 45.53 18.74 24.92
C 46.06 19.55 26.18
C 45.06 20.59 26.56
H 43.43 18.92 24.23
H 43.82 17.58 25.47
H 45.82 17.69 24.83
H 45.60 19.04 23.87
H 47.02 20.00 25.90
H 46.38 18.89 26.98
H 45.03 21.33 25.75
H 45.00 21.05 27.54
O 40.22 25.68 23.37
S 41.14 24.62 22.94
O 42.48 24.94 22.47
C 41.23 23.22 23.99
C 40.39 22.12 23.28
C 39.56 22.66 22.16
C 40.19 23.85 21.53
H 40.95 23.59 24.97
H 42.30 23.05 24.12
H 41.18 21.47 22.91
H 39.75 21.63 24.03
H 38.61 23.05 22.50
H 39.35 21.82 21.49
H 39.62 24.57 20.94
H 41.04 23.52 20.92
Br 42.34 26.10 27.82
C 43.51 24.82 26.80
C 43.89 25.31 25.40
Br 45.09 23.89 24.63
H 43.03 23.84 26.78
H 44.36 24.53 27.42
H 44.55 26.15 25.55
H 43.04 25.50 24.74

---

#Q
A cluster of 5 separate species, C18H36Br2O8S4 in total, computed with ωB97M-V with the def2-TZVPD basis set.

As for the LUMO energy: 0.24 eV. Its spin multiplicity is 1. As for the HOMO energy: -0.3508 Ha. As for the SMILES: O=S1(=O)CCCC1.O=S1(=O)CCCC1.O=S1(=O)CCCC1.O=S1(=O)CCCC1.BrCCBr. Its net charge is 0.

Geometry (Å):
O -0.76 -19.14 31.24
S -2.03 -19.15 30.54
O -2.99 -20.16 30.89
C -2.71 -17.50 30.68
C -3.13 -17.14 29.27
C -2.07 -17.72 28.33
C -1.83 -19.14 28.77
H -1.84 -16.85 30.82
H -3.44 -17.37 31.47
H -4.11 -17.58 29.02
H -3.29 -16.09 29.05
H -1.13 -17.16 28.42
H -2.37 -17.61 27.29
H -0.92 -19.69 28.53
H -2.64 -19.77 28.39
O 1.35 -21.23 31.12
S 1.02 -21.74 32.43
O -0.20 -22.45 32.68
C 2.47 -22.65 33.00
C 2.89 -21.96 34.30
C 2.56 -20.46 34.10
C 1.12 -20.44 33.66
H 3.21 -22.49 32.22
H 2.21 -23.70 33.05
H 2.32 -22.39 35.12
H 3.95 -22.11 34.50
H 3.21 -20.11 33.30
H 2.77 -19.90 35.01
H 0.74 -19.54 33.18
H 0.43 -20.70 34.46
O -4.86 -16.65 24.27
S -5.55 -16.46 25.53
O -5.22 -17.32 26.64
C -5.41 -14.72 25.96
C -6.82 -14.21 26.22
C -7.73 -14.98 25.24
C -7.34 -16.44 25.36
H -5.04 -14.29 25.03
H -4.67 -14.57 26.74
H -7.15 -14.36 27.25
H -6.85 -13.14 26.00
H -7.52 -14.60 24.24
H -8.79 -14.83 25.43
H -7.63 -17.12 24.56
H -7.62 -16.81 26.35
O 1.01 -24.25 30.47
S -0.26 -24.51 29.85
O -1.15 -25.49 30.39
C -1.09 -22.94 29.56
C -1.29 -22.88 28.04
C -0.14 -23.62 27.38
C 0.02 -24.93 28.12
H -0.40 -22.17 29.89
H -2.02 -22.94 30.13
H -2.25 -23.32 27.77
H -1.32 -21.85 27.68
H 0.79 -23.05 27.47
H -0.24 -23.77 26.30
H 0.95 -25.49 28.09
H -0.82 -25.60 27.88
Br -5.88 -21.65 27.45
C -5.87 -20.44 28.97
C -7.07 -19.55 28.89
Br -7.31 -18.60 30.55
H -4.93 -19.90 28.92
H -5.87 -21.05 29.87
H -7.97 -20.13 28.71
H -6.96 -18.83 28.08

---

Stability order, top to bottom: #Q, #P

---

#P
An isolated molecule of C17H20N6O2S2, computed with ωB97M-V with the def2-TZVPD basis set.

As for the LUMO energy: -1.21 eV. Its spin multiplicity is 1. As for the HOMO energy: -0.3140 Ha. As for the SMILES: CCN(CCC#N)c1ccc(/N=N/c2nc(SCCC(=O)OC)ns2)cc1. Its net charge is 0.

Geometry (Å):
C 0.57 -5.26 3.54
C -0.30 -5.10 2.29
N 0.56 -4.49 1.17
C 0.47 -4.91 -0.26
C -0.51 -4.10 -1.09
C -1.86 -4.16 -0.47
N -2.97 -4.41 -0.14
C 0.79 -3.14 1.23
C 2.18 -2.75 1.08
C 2.55 -1.42 1.13
C 1.51 -0.45 1.30
N 1.98 0.90 1.46
N 1.08 1.71 1.88
C 1.35 2.95 1.88
N 0.35 3.57 1.38
C 0.74 4.88 1.31
S -0.44 6.01 0.58
C -0.76 5.14 -1.04
C -1.52 6.09 -1.99
C -1.41 5.65 -3.43
O -0.93 6.55 -4.23
O -1.75 4.32 -3.77
C -1.82 4.09 -5.14
N 1.97 5.18 1.71
S 2.76 3.87 2.36
C 0.15 -0.85 1.51
C -0.16 -2.17 1.43
H 0.04 -5.83 4.29
H 1.52 -5.82 3.31
H 0.83 -4.24 3.95
H -1.14 -4.44 2.35
H -0.79 -6.01 1.92
H 0.20 -6.00 -0.27
H 1.45 -4.88 -0.82
H -0.14 -3.11 -1.34
H -0.78 -4.61 -2.01
H 2.98 -3.45 0.99
H 3.62 -1.15 1.31
H -1.41 4.20 -0.88
H 0.18 4.80 -1.42
H -2.58 6.21 -1.66
H -1.06 7.03 -1.87
H -2.61 3.41 -5.32
H -2.10 4.98 -5.71
H -0.92 3.61 -5.52
H -0.59 0.00 1.56
H -1.28 -2.41 1.45

---

#Q
An isolated molecule of C17H20N6O2S2, computed with ωB97M-V with the def2-TZVPD basis set.

As for the LUMO energy: 0.45 eV. Its spin multiplicity is 1. As for the HOMO energy: -0.3073 Ha. As for the SMILES: CCn1c(CC(=O)Nc2ccccc2)nnc1SCC(=O)NC1=NCCS1. Its net charge is 0.

Geometry (Å):
C -1.80 -3.50 1.43
C -0.69 -3.51 0.38
N -0.35 -2.18 -0.04
C -1.00 -1.36 -0.93
C -2.25 -1.69 -1.65
C -3.43 -1.02 -0.93
O -4.38 -1.65 -0.53
N -3.26 0.32 -0.83
C -4.09 1.28 -0.25
C -5.38 0.98 0.19
C -6.16 1.99 0.74
C -5.67 3.28 0.86
C -4.39 3.57 0.42
C -3.60 2.58 -0.13
N -0.39 -0.21 -0.99
N 0.66 -0.22 -0.15
C 0.67 -1.40 0.41
S 1.85 -1.95 1.57
C 3.19 -0.85 1.04
C 3.57 -1.19 -0.39
O 3.09 -2.11 -1.00
N 4.51 -0.39 -0.99
C 5.26 0.68 -0.59
N 6.06 1.24 -1.39
C 6.80 2.33 -0.86
C 6.44 2.58 0.62
S 5.19 1.33 1.07
H -2.00 -4.52 1.75
H -1.49 -2.92 2.30
H -2.71 -3.07 1.03
H 0.22 -3.96 0.80
H -0.99 -4.09 -0.49
H -2.42 -2.76 -1.68
H -2.19 -1.30 -2.66
H -2.34 0.66 -1.12
H -5.76 -0.02 0.10
H -7.16 1.76 1.08
H -6.29 4.06 1.29
H -4.00 4.57 0.51
H -2.60 2.80 -0.47
H 2.82 0.18 1.10
H 4.02 -1.00 1.72
H 4.69 -0.65 -1.96
H 6.58 3.21 -1.47
H 7.87 2.11 -0.97
H 7.30 2.46 1.29
H 6.00 3.56 0.79

---

Stability order, top to bottom: #Q, #P

---

#P
The ion CHNO5S2 with charge -2, computed with ωB97M-V with the def2-TZVPD basis set.

As for the LUMO energy (alpha / beta): 6.16 / 6.16 eV. Its spin multiplicity is 1. As for the HOMO energy (alpha / beta): -0.0265 / -0.0265 Ha. As for the SMILES: O=C([O-])NSS(=O)(=O)[O-]. Its net charge is -2.

Geometry (Å):
O 3.24 1.34 -0.30
C 2.46 0.79 0.41
O 2.43 0.63 1.64
N 1.41 0.08 -0.39
S 0.03 -0.92 0.04
S -2.43 -0.60 0.04
O -2.87 0.69 0.61
O -2.88 -1.73 0.81
O -2.69 -0.68 -1.40
H 1.30 0.41 -1.46

---

#Q
The ion CHNO5S2 with charge -2, computed with ωB97M-V with the def2-TZVPD basis set.

As for the LUMO energy: 6.38 eV. Its spin multiplicity is 1. As for the HOMO energy: 0.0035 Ha. Its net charge is -2.

Geometry (Å):
C 0.97 -1.13 0.10
N 0.06 -0.28 -0.20
O 1.16 1.74 1.09
O -2.25 0.05 -1.31
O 0.99 -2.38 0.11
O 0.66 1.96 -1.34
O -2.02 -0.28 1.14
S 0.11 1.61 -0.01
S -1.65 -0.72 -0.24
H 1.98 -0.59 0.66

---

#R
The ion CHNO5S2 with charge -2, computed with ωB97M-V with the def2-TZVPD basis set.

As for the LUMO energy: 6.27 eV. Its spin multiplicity is 1. As for the HOMO energy: -0.0155 Ha. Its net charge is -2.

Geometry (Å):
C 1.99 -0.83 -0.98
N -0.89 0.10 0.98
O -3.34 -0.37 -0.13
O 1.28 0.25 -1.01
O 2.89 -1.08 -1.81
O -2.96 1.85 0.78
O 1.28 0.20 1.87
S -2.35 0.76 -0.06
S 0.43 0.83 0.85
H 1.67 -1.71 -0.50

---

Stability order, top to bottom: #P, #Q, #R

---

#P
A cluster of 3 separate species, CH10N2O2 in total, computed with ωB97M-V with the def2-TZVPD basis set.

As for the LUMO energy: 0.58 eV. Its spin multiplicity is 1. As for the HOMO energy: -0.3274 Ha. As for the SMILES: NCN.O.O. Its net charge is 0.

Geometry (Å):
N 1.31 -0.29 0.72
C 1.14 -0.45 -0.73
N 0.13 0.39 -1.37
H 1.62 0.64 0.95
H 0.55 -0.63 1.27
H 2.14 -0.22 -1.10
H 0.90 -1.48 -0.94
H 0.36 1.37 -1.43
H -0.68 0.25 -0.79
O -1.54 2.46 1.05
H -0.88 1.90 1.46
H -1.48 2.31 0.10
O -1.06 -1.90 0.57
H -1.89 -1.69 0.12
H -0.63 -2.64 0.13

---

#Q
A cluster of 3 separate species, CH10N2O2 in total, computed with ωB97M-V with the def2-TZVPD basis set.

As for the LUMO energy: 0.52 eV. Its spin multiplicity is 1. As for the HOMO energy: -0.3391 Ha. As for the SMILES: NCN.O.O. Its net charge is 0.

Geometry (Å):
N 1.62 0.49 1.44
C 0.22 0.78 1.18
N -0.57 -0.25 0.50
H 1.83 -0.29 2.03
H 2.18 0.45 0.59
H -0.24 0.93 2.16
H 0.21 1.71 0.63
H -0.29 -0.28 -0.49
H -0.32 -1.14 0.90
O -3.38 1.08 1.05
H -3.90 0.72 0.33
H -2.46 1.04 0.73
O 1.76 -1.38 -3.66
H 2.24 -2.00 -4.22
H 1.08 -1.86 -3.18

---

Stability order, top to bottom: #Q, #P